A molecular structure, C50H45ClN5O7P3Se2Ta. Source: the OMol25 dataset; level of theory: the ωB97M-V functional and the def2-TZVPD basis.

* total charge: +1
* Kohn-Sham gap: 0.2112 Ha
* DFT total energy: -9077.0312 hartree
* energy above the lowest of the compared OMol25 structures with the same formula, charge and spin: 15.43 kcal/mol

The geometry in XYZ format:
```
114
Properties=species:S:1:pos:R:3:forces:R:3
Ta -0.872 -0.582 -1.154 0.29 0.28 -0.64
Se 4.463 1.562 2.393 0.04 0.02 0.04
P 3.010 0.427 3.399 0.01 0.02 0.07
C 2.018 1.393 4.575 -0.02 -0.03 0.00
C 1.394 0.767 5.656 0.07 0.00 0.01
C 0.712 1.521 6.594 0.00 0.01 0.02
C 0.636 2.902 6.453 0.02 0.01 0.01
C 1.259 3.530 5.386 -0.01 0.01 0.02
C 1.966 2.778 4.458 0.00 -0.02 -0.06
C 3.615 -0.958 4.388 0.05 0.01 -0.04
C 4.479 -0.628 5.432 0.03 0.02 0.00
C 4.980 -1.618 6.257 0.00 -0.01 0.00
C 4.625 -2.945 6.044 0.00 0.01 0.00
C 3.772 -3.276 5.003 0.01 -0.01 0.01
C 3.266 -2.286 4.171 -0.05 0.01 0.02
C 1.902 -0.292 2.150 -0.09 0.00 -0.06
C 0.690 0.069 1.586 0.06 0.08 -0.04
N 0.604 -0.621 0.417 -0.01 -0.10 0.28
N 1.688 -1.385 0.293 -0.12 -0.10 0.04
N 2.461 -1.204 1.312 0.10 0.02 0.02
P -0.641 1.168 2.017 -0.01 0.05 -0.02
Se -2.315 0.738 0.672 0.16 -0.07 0.01
C -0.103 2.853 1.769 -0.05 0.00 -0.02
C -0.986 3.913 1.981 -0.05 0.02 -0.02
C -0.573 5.208 1.732 0.02 0.00 -0.01
C 0.709 5.447 1.246 -0.01 -0.02 0.00
C 1.570 4.390 0.997 0.00 0.02 0.02
C 1.165 3.089 1.251 0.06 -0.02 0.00
C -1.211 0.755 3.668 0.01 0.01 -0.02
C -1.911 1.670 4.449 0.04 0.04 0.04
C -2.478 1.258 5.645 -0.01 -0.02 -0.01
C -2.351 -0.059 6.060 -0.02 0.01 -0.01
C -1.651 -0.971 5.282 0.01 -0.02 0.00
C -1.083 -0.570 4.086 -0.10 -0.05 -0.04
H 1.471 -0.305 5.783 -0.01 -0.02 -0.01
H 0.250 1.035 7.443 -0.01 0.00 0.00
H 0.106 3.491 7.192 0.00 0.00 0.01
H 1.225 4.607 5.291 0.00 0.00 -0.01
H 2.508 3.260 3.655 0.00 0.01 -0.01
H 4.766 0.405 5.592 0.00 0.00 -0.01
H 5.652 -1.358 7.064 0.00 0.00 0.00
H 5.020 -3.720 6.687 0.00 -0.01 0.00
H 3.502 -4.309 4.829 0.00 0.00 0.00
H 2.617 -2.559 3.351 -0.01 0.01 -0.01
H -2.004 3.734 2.302 0.00 -0.01 0.00
H -1.253 6.031 1.900 0.00 0.00 0.00
H 1.027 6.462 1.046 0.00 0.00 0.00
H 2.564 4.568 0.609 0.00 0.00 0.00
H 1.857 2.279 1.057 -0.01 -0.01 0.01
H -2.008 2.702 4.147 0.03 0.02 -0.01
H -3.017 1.972 6.254 0.00 0.00 0.00
H -2.798 -0.376 6.993 0.00 0.00 0.00
H -1.551 -1.999 5.602 0.00 0.00 0.01
H -0.554 -1.291 3.475 0.00 0.01 0.00
O -3.200 -3.218 0.700 0.00 -0.10 -0.03
C -2.573 -2.990 -0.282 0.07 0.01 -0.26
O -1.494 -2.154 -0.274 -0.04 0.16 0.16
C -2.805 -3.490 -1.685 -0.05 -0.12 -0.10
P -2.461 -2.117 -2.850 0.00 0.08 0.40
C -3.981 -1.128 -2.863 0.02 0.02 0.00
C -4.795 -1.038 -1.735 -0.01 -0.02 0.04
C -5.865 -0.151 -1.717 -0.01 0.00 0.00
C -6.132 0.640 -2.823 0.00 -0.01 0.00
C -5.329 0.547 -3.953 -0.01 0.01 -0.01
C -4.250 -0.321 -3.970 0.01 -0.03 -0.03
C -2.354 -2.870 -4.481 -0.05 0.08 -0.14
C -1.165 -2.935 -5.199 -0.02 0.05 -0.05
C -1.137 -3.562 -6.437 0.01 0.01 -0.01
C -2.291 -4.125 -6.957 0.00 0.00 -0.01
C -3.484 -4.053 -6.249 0.01 0.01 -0.01
C -3.520 -3.420 -5.019 0.01 -0.06 0.02
H -3.798 -3.922 -1.798 0.01 0.01 0.02
H -2.049 -4.252 -1.893 0.02 0.02 -0.01
H -4.632 -1.661 -0.863 0.04 0.01 -0.02
H -6.494 -0.094 -0.839 0.00 0.00 0.00
H -6.972 1.322 -2.811 0.00 0.00 0.00
H -5.545 1.151 -4.824 0.00 0.00 0.00
H -3.623 -0.385 -4.852 0.00 0.00 0.00
H -0.262 -2.498 -4.806 0.02 0.04 0.00
H -0.210 -3.606 -6.993 0.00 -0.01 0.00
H -2.264 -4.615 -7.921 0.00 0.00 0.00
H -4.388 -4.485 -6.658 0.00 0.00 0.00
H -4.457 -3.352 -4.479 0.00 0.00 0.01
Cl -1.200 3.314 -4.638 0.01 0.00 -0.04
C -2.323 2.821 -3.345 0.10 0.00 -0.01
C -1.535 2.088 -2.285 -0.19 0.04 0.03
O -0.985 2.624 -1.368 -0.04 0.12 -0.23
O -1.561 0.738 -2.460 -0.04 -0.13 0.57
H -3.080 2.181 -3.785 -0.02 0.01 0.02
H -2.762 3.714 -2.912 0.04 0.02 -0.02
C 1.072 0.505 -5.324 -0.03 -0.01 -0.02
C 2.244 1.022 -4.500 0.00 -0.03 0.01
C 2.666 0.072 -3.351 0.03 0.03 -0.01
C 3.898 0.641 -2.613 -0.03 0.02 -0.06
C 4.484 -0.295 -1.567 0.05 0.02 0.02
C 3.031 -1.279 -3.957 0.03 0.06 0.02
O 3.913 -1.398 -4.765 0.03 0.00 0.04
N 2.308 -2.396 -3.541 -0.07 -0.08 0.02
C 1.151 -2.399 -2.796 0.10 -0.15 0.02
O 0.505 -3.397 -2.569 0.04 0.03 -0.04
N 0.746 -1.157 -2.346 -0.20 -0.22 0.20
C 1.495 -0.033 -2.425 0.10 0.01 0.07
O 1.059 0.892 -1.726 -0.24 -0.09 -0.12
H 0.783 1.238 -6.076 0.01 -0.01 -0.01
H 0.187 0.320 -4.707 -0.01 0.02 0.00
H 1.330 -0.419 -5.848 0.00 0.00 0.01
H 2.004 1.989 -4.053 0.00 -0.01 0.01
H 3.125 1.153 -5.129 -0.02 0.00 -0.02
H 3.593 1.589 -2.164 -0.02 -0.01 0.02
H 4.641 0.866 -3.379 0.00 0.01 0.00
H 3.746 -0.611 -0.832 -0.01 0.00 0.01
H 5.282 0.205 -1.019 0.01 -0.01 -0.01
H 4.912 -1.186 -2.030 -0.01 -0.01 0.00
H 2.612 -3.293 -3.899 0.01 0.02 -0.02
```
Positions in Å, forces in eV/Å.

Atom charges from the Löwdin analysis, given in e for atoms 1 to 99: 1.71 0.33 0.53 -0.34 -0.09 -0.08 -0.07 -0.06 -0.11 -0.36 -0.09 -0.06 -0.07 -0.07 -0.08 -0.39 -0.41 -0.20 0.00 0.04 0.76 0.56 -0.36 -0.09 -0.06 -0.05 -0.05 -0.10 -0.36 -0.07 -0.07 -0.06 -0.06 -0.08 0.11 0.11 0.11 0.11 0.06 0.11 0.11 0.11 0.11 0.09 0.10 0.11 0.11 0.12 0.07 0.10 0.12 0.11 0.12 0.11 0.16 -0.61 -0.33 -0.19 1.06 -0.37 -0.08 -0.06 -0.06 -0.07 -0.10 -0.35 -0.08 -0.05 -0.06 -0.06 -0.08 0.12 0.11 0.10 0.12 0.11 0.12 0.12 0.08 0.11 0.11 0.11 0.11 0.64 -0.46 -0.67 0.05 -0.32 0.05 0.09 -0.08 -0.14 -0.29 -0.15 -0.06 -0.40 0.14 0.24 -0.55



A molecular structure, C37H43AsCl3N7O8ReS2 in a non-equilibrium geometry. Source: the OMol25 dataset; level of theory: the ωB97M-V functional and the def2-TZVPD basis.

* spin multiplicity: 2
* ⟨S²⟩: 0.86
* total charge: +2
* Kohn-Sham gap (spin up / spin down): 0.2421 / 0.2479 Ha
* DFT total energy: -6911.5462 hartree
* energy above the lowest of the compared OMol25 structures with the same formula, charge and spin: 8.71 kcal/mol

The geometry in XYZ format:
```
102
Properties=species:S:1:pos:R:3:forces:R:3
Re -1.565 0.817 0.883 1.28 0.26 1.41
N -1.886 -0.521 2.554 -0.48 0.20 0.01
C -3.270 -0.480 3.093 -0.02 -0.01 -0.06
C -4.206 -0.362 1.910 0.03 0.03 -0.04
N -3.732 0.732 1.013 0.00 -0.08 -0.29
C -4.276 2.102 1.286 0.07 -0.06 0.05
C -3.373 2.853 2.250 0.03 -0.03 -0.11
N -1.956 2.722 1.810 -0.06 0.01 -0.08
H -1.212 -0.286 3.274 0.01 -0.04 0.08
H -1.684 -1.447 2.181 0.03 -0.06 -0.05
H -3.492 -1.372 3.675 0.00 -0.04 0.02
H -3.345 0.377 3.758 -0.01 0.01 0.00
H -4.185 -1.281 1.323 0.00 -0.01 0.02
H -5.232 -0.177 2.224 -0.03 0.00 0.01
H -4.003 0.470 0.058 -0.03 0.03 0.07
H -4.323 2.623 0.333 -0.01 0.02 -0.02
H -5.288 2.022 1.680 -0.03 0.02 0.03
H -3.665 3.901 2.288 -0.02 0.04 0.01
H -3.450 2.456 3.261 0.00 -0.02 0.02
H -1.717 3.416 1.088 0.07 0.01 -0.01
H -1.335 2.913 2.589 -0.13 0.00 0.04
O 2.190 2.435 -1.027 0.00 0.09 0.08
As 0.458 2.518 -0.870 0.08 0.05 0.11
O 0.016 3.848 -0.049 -0.08 0.07 0.05
O 0.167 1.086 0.116 -0.19 0.10 -0.86
C -0.091 2.179 -2.693 0.06 0.01 0.02
C 0.912 2.306 -3.650 0.01 0.00 -0.03
C 0.612 2.197 -5.003 -0.01 -0.01 0.00
C -0.691 1.974 -5.415 -0.01 0.01 0.00
C -1.701 1.844 -4.471 -0.01 -0.07 -0.05
C -1.398 1.931 -3.122 -0.05 0.03 0.03
S -2.752 1.717 -2.009 0.14 0.01 -0.12
O -3.128 0.321 -1.946 -0.05 -0.05 -0.09
O -3.794 2.640 -2.317 0.07 0.12 0.01
O -2.085 2.091 -0.678 -0.43 -0.43 0.06
H 2.577 3.169 -0.521 -0.01 -0.15 -0.05
H 1.927 2.506 -3.340 -0.01 0.00 0.00
H 1.402 2.311 -5.734 -0.02 -0.01 0.02
H -0.929 1.916 -6.469 0.00 0.00 0.04
H -2.728 1.688 -4.779 0.04 0.00 0.01
Cl 6.454 5.303 0.716 0.00 0.00 0.00
C 6.024 3.754 1.346 0.01 0.03 -0.01
C 5.692 2.723 0.484 0.00 0.00 -0.07
C 5.336 1.490 1.004 0.03 -0.11 -0.08
C 5.289 1.248 2.372 -0.12 0.10 0.08
C 4.886 -0.111 2.932 -0.10 0.01 0.23
C 3.601 -0.132 3.786 0.07 0.20 0.04
N 2.441 0.611 3.281 -0.13 0.08 -0.05
C 2.299 1.981 3.224 0.02 -0.12 -0.04
C 1.022 2.218 2.827 0.06 0.12 0.07
N 0.358 1.020 2.670 -0.19 -0.12 -0.46
C 1.255 0.085 2.932 0.01 -0.13 0.19
O 4.900 -1.146 1.981 0.00 0.00 -0.39
C 3.758 -1.312 1.141 0.08 0.00 0.04
C 4.149 -2.246 0.043 0.02 -0.01 0.03
C 4.202 -1.943 -1.283 0.12 0.05 -0.01
Cl 3.918 -0.403 -2.000 -0.21 0.01 -0.01
S 4.738 -3.250 -2.253 0.00 0.01 0.01
C 4.908 -4.244 -0.869 0.01 -0.06 -0.01
C 4.571 -3.591 0.271 -0.08 -0.06 0.04
C 5.683 2.300 3.205 -0.05 -0.04 -0.02
Cl 5.760 2.099 4.935 -0.05 -0.09 -0.03
C 6.040 3.546 2.715 -0.01 -0.02 0.01
H 5.738 2.877 -0.586 -0.01 -0.01 0.04
H 5.136 0.687 0.308 -0.03 0.01 0.05
H 5.669 -0.395 3.638 0.04 -0.06 0.04
H 3.835 0.270 4.766 -0.01 0.07 0.09
H 3.293 -1.168 3.928 0.03 -0.01 -0.05
H 3.098 2.655 3.476 0.01 0.00 0.00
H 0.582 3.182 2.622 0.06 -0.09 -0.02
H 1.088 -0.983 2.899 0.00 0.10 -0.03
H 3.400 -0.364 0.733 -0.01 0.04 -0.01
H 2.933 -1.755 1.715 0.06 -0.05 0.01
H 5.257 -5.260 -0.975 -0.02 0.05 0.01
H 4.630 -4.034 1.256 0.00 0.02 -0.05
H 6.341 4.334 3.391 -0.01 -0.02 -0.01
C -2.430 -3.848 -3.654 0.03 0.03 0.04
N -1.909 -2.707 -2.910 0.01 -0.04 0.01
N -2.255 -2.480 -1.600 0.03 0.05 -0.01
C -1.388 -1.578 -1.079 -0.12 0.11 0.05
O -1.590 -1.125 0.119 0.12 -0.09 -0.13
C -0.412 -1.314 -2.044 0.02 -0.04 0.06
C -0.767 -2.040 -3.162 -0.02 0.00 0.03
C -0.058 -2.182 -4.461 0.00 0.00 -0.02
C -3.531 -2.819 -1.053 -0.03 -0.05 -0.01
C -4.691 -2.322 -1.631 0.00 0.05 0.04
C -5.916 -2.661 -1.071 0.01 0.03 0.01
C -5.971 -3.471 0.057 -0.03 -0.01 0.01
C -4.801 -3.958 0.626 0.01 -0.02 0.02
C -3.571 -3.638 0.067 -0.01 -0.05 -0.06
H -3.360 -4.173 -3.198 -0.02 0.01 0.00
H -1.716 -4.671 -3.648 0.00 -0.01 0.01
H -2.633 -3.541 -4.677 0.01 0.00 -0.02
H 0.445 -0.677 -1.930 0.05 0.05 -0.01
H 0.757 -1.464 -4.511 0.00 -0.01 0.00
H -0.733 -2.008 -5.300 0.01 0.00 0.01
H 0.362 -3.185 -4.567 -0.01 0.01 0.00
H -4.630 -1.666 -2.491 0.01 -0.04 0.03
H -6.830 -2.288 -1.517 0.02 -0.02 0.00
H -6.930 -3.738 0.483 0.04 0.01 -0.02
H -4.847 -4.610 1.489 0.00 0.02 -0.02
H -2.649 -4.037 0.474 -0.02 0.02 -0.01
```
Positions in Å, forces in eV/Å.

Atom charges from the Löwdin analysis, given in e for atoms 1 to 99: 1.67 -0.07 -0.16 -0.14 -0.15 -0.13 -0.16 -0.06 0.08 0.11 0.14 0.12 0.10 0.14 0.11 0.12 0.14 0.14 0.11 0.08 0.08 -0.24 0.98 -0.42 -0.54 -0.22 -0.06 -0.03 -0.03 -0.03 -0.26 0.55 -0.29 -0.22 -0.53 0.07 0.10 0.12 0.12 0.13 0.72 -0.66 -0.09 -0.01 -0.18 -0.27 -0.05 -0.02 0.00 -0.12 -0.04 -0.15 -0.07 -0.17 -0.31 -0.97 0.67 1.02 -0.39 -0.13 -0.59 0.76 -0.12 0.11 0.08 0.15 0.10 0.14 0.12 0.10 0.14 0.10 0.11 0.08 0.12 0.11 0.04 -0.03 0.07 -0.37 -0.20 0.07 -0.22 0.02 -0.22 -0.02 -0.05 -0.06 -0.07 -0.02 0.09 0.11 0.11 0.11 0.09 0.10 0.10 0.12 0.12



A single C4H12N2O2 molecule in a non-equilibrium geometry. Source: the OMol25 dataset; level of theory: the ωB97M-V functional and the def2-TZVPD basis.

* SMILES: C[C@@H](N)[C@](C)(N)OO
* total charge: 0
* Kohn-Sham gap: 0.3733 Ha
* DFT total energy: -419.4495 hartree
* energy above the lowest of the compared OMol25 structures with the same formula, charge and spin: 124.89 kcal/mol

The geometry in XYZ format:
```
20
Properties=species:S:1:pos:R:3:forces:R:3
C 1.306 0.479 1.474 1.02 0.47 0.58
C 0.169 -0.271 0.812 -2.51 0.73 1.96
N -1.227 0.328 1.571 1.56 -0.65 0.29
C 0.078 -0.262 -0.711 -1.94 1.02 -1.05
C -0.016 -1.653 -1.330 -0.49 0.04 -0.04
N 1.037 0.523 -1.433 -0.69 0.14 0.90
O -1.419 0.284 -0.911 0.89 -0.30 -1.33
O -1.539 1.721 -1.085 0.91 -0.97 0.84
H 2.106 0.841 0.821 -0.25 -0.36 -0.36
H 0.997 1.373 2.022 -0.46 -0.19 -0.15
H 1.820 -0.141 2.219 -0.21 -0.01 -0.15
H 0.171 -1.303 1.169 0.14 0.06 -0.33
H -2.176 0.360 1.193 0.92 -0.37 -1.33
H -1.428 -0.290 2.359 0.84 0.15 0.14
H -0.776 -2.254 -0.823 0.13 0.09 0.08
H -0.342 -1.579 -2.374 0.19 0.11 0.15
H 0.944 -2.178 -1.295 -0.12 0.22 0.14
H 0.960 1.485 -1.108 0.21 -0.07 -0.15
H 0.794 0.531 -2.420 0.01 -0.12 0.14
H -1.458 2.007 -0.151 -0.15 0.01 -0.32
```
Positions in Å, forces in eV/Å.

Just the Löwdin charges please, in e? Sure, here they are: -0.08 -0.23 0.02 -0.49 -0.02 0.10 -0.20 -0.05 0.07 0.07 0.07 0.12 0.05 0.04 0.09 0.09 0.09 0.09 0.10 0.08



A gas-phase ion, C8H13N2 (charge +1) in a non-equilibrium geometry. Source: the OMol25 dataset; level of theory: the ωB97M-V functional and the def2-TZVPD basis.

* SMILES: C[C@@H]1CC=[N+]=C=CCCN1
* total charge: +1
* Kohn-Sham gap: 0.3548 Ha
* DFT total energy: -421.7881 hartree
* energy above the lowest of the compared OMol25 structures with the same formula, charge and spin: 93.36 kcal/mol

The geometry in XYZ format:
```
23
Properties=species:S:1:pos:R:3:forces:R:3
C 0.259 2.380 -0.607 -3.71 2.19 0.78
C 0.167 0.895 -0.803 -0.09 -0.43 2.25
C -0.771 0.457 -1.883 1.40 -0.44 -1.28
C -0.882 -1.021 -2.087 1.76 0.11 -1.56
N -0.617 -1.864 -1.195 -0.38 -2.06 0.66
C -0.363 -1.821 0.069 -0.11 2.91 -0.85
C 0.045 -2.263 1.223 -0.70 -0.20 -1.14
C 0.567 -1.290 2.225 -4.03 -0.75 1.66
C 0.722 0.078 1.635 1.23 -1.01 -3.28
N -0.236 0.164 0.467 1.40 -1.04 -0.03
H 0.971 3.031 -1.093 0.52 -0.62 -0.57
H 0.277 2.711 0.461 0.19 -0.63 -0.63
H -0.784 2.761 -0.953 1.64 -0.12 0.54
H 1.140 0.588 -1.041 1.48 -1.16 -0.25
H -0.277 0.881 -2.803 -1.44 -0.17 0.51
H -1.775 0.714 -1.672 -1.16 1.36 -0.21
H -0.914 -1.377 -3.154 -0.57 0.14 1.19
H 0.130 -3.341 1.325 -0.02 0.09 0.32
H -0.144 -1.278 3.130 0.97 -0.10 -1.16
H 1.334 -1.925 2.494 2.88 0.09 1.41
H 0.480 0.898 2.251 0.47 0.75 1.12
H 1.736 0.064 1.160 -0.62 0.82 0.67
H -1.066 0.556 0.855 -1.12 0.27 -0.15
```
Positions in Å, forces in eV/Å.

Just the Löwdin charges please, in e? Sure, here they are: -0.03 -0.37 -0.11 -0.05 0.13 -0.02 0.00 -0.15 -0.11 0.01 0.09 0.09 0.12 0.13 0.16 0.12 0.16 0.15 0.16 0.10 0.11 0.16 0.14



> Number 4 is which compound?

C8H13N2



> Among the records above, which one has the highest total charge?

C37H43AsCl3N7O8ReS2



> Which value of energy above the lowest of the compared OMol25 structures with the same formula, charge and spin does entry 2 give?

8.71 kcal/mol



Please write out number 3 again, unchanged.
A single C4H12N2O2 molecule in a non-equilibrium geometry. Source: the OMol25 dataset; level of theory: the ωB97M-V functional and the def2-TZVPD basis.

* SMILES: C[C@@H](N)[C@](C)(N)OO
* total charge: 0
* Kohn-Sham gap: 0.3733 Ha
* DFT total energy: -419.4495 hartree
* energy above the lowest of the compared OMol25 structures with the same formula, charge and spin: 124.89 kcal/mol

The geometry in XYZ format:
```
20
Properties=species:S:1:pos:R:3:forces:R:3
C 1.306 0.479 1.474 1.02 0.47 0.58
C 0.169 -0.271 0.812 -2.51 0.73 1.96
N -1.227 0.328 1.571 1.56 -0.65 0.29
C 0.078 -0.262 -0.711 -1.94 1.02 -1.05
C -0.016 -1.653 -1.330 -0.49 0.04 -0.04
N 1.037 0.523 -1.433 -0.69 0.14 0.90
O -1.419 0.284 -0.911 0.89 -0.30 -1.33
O -1.539 1.721 -1.085 0.91 -0.97 0.84
H 2.106 0.841 0.821 -0.25 -0.36 -0.36
H 0.997 1.373 2.022 -0.46 -0.19 -0.15
H 1.820 -0.141 2.219 -0.21 -0.01 -0.15
H 0.171 -1.303 1.169 0.14 0.06 -0.33
H -2.176 0.360 1.193 0.92 -0.37 -1.33
H -1.428 -0.290 2.359 0.84 0.15 0.14
H -0.776 -2.254 -0.823 0.13 0.09 0.08
H -0.342 -1.579 -2.374 0.19 0.11 0.15
H 0.944 -2.178 -1.295 -0.12 0.22 0.14
H 0.960 1.485 -1.108 0.21 -0.07 -0.15
H 0.794 0.531 -2.420 0.01 -0.12 0.14
H -1.458 2.007 -0.151 -0.15 0.01 -0.32
```
Positions in Å, forces in eV/Å.

Just the Löwdin charges please, in e? Sure, here they are: -0.08 -0.23 0.02 -0.49 -0.02 0.10 -0.20 -0.05 0.07 0.07 0.07 0.12 0.05 0.04 0.09 0.09 0.09 0.09 0.10 0.08